[1]
C23H41BrInP2 | ωB97M-V/def2-TZVPD

Positions of all 68 atoms, in Å:
In  -0.3230  1.1646  -0.7042
C  1.8278  0.1358  1.6492
C  0.7325  0.5053  2.4775
C  0.2958  -1.5809  1.6199
C  1.5664  -1.1638  1.1318
C  -0.2103  -0.5485  2.4561
C  3.0535  0.9376  1.4340
H  2.8226  2.0113  1.4017
H  3.5457  0.6574  0.4968
H  3.7840  0.7874  2.2482
C  2.4941  -1.9837  0.3302
H  3.3526  -1.3930  -0.0031
H  2.0041  -2.4155  -0.5507
H  2.8715  -2.8094  0.9514
C  -0.3039  -2.9075  1.3915
H  0.2083  -3.6561  2.0160
H  -0.2199  -3.2227  0.3431
H  -1.3632  -2.9124  1.6733
C  -1.4810  -0.5996  3.2203
H  -1.3166  -0.9748  4.2420
H  -2.2064  -1.2612  2.7372
H  -1.9153  0.4011  3.3079
C  0.5938  1.7761  3.2252
H  0.9432  1.6816  4.2680
H  -0.4584  2.0908  3.2611
H  1.1839  2.5704  2.7554
C  -1.0461  4.4972  -4.2961
C  -0.3342  5.1746  -3.3621
C  -0.8664  6.3884  -2.6391
C  -2.3771  6.4005  -2.2817
C  -2.9226  5.1062  -1.8110
C  -3.6196  4.2452  -2.6073
C  -3.6155  4.2916  -4.1132
C  -2.3724  4.9138  -4.8181
H  -0.6509  7.2789  -3.2598
H  -2.9578  6.8008  -3.1268
H  -0.2944  6.5413  -1.7090
H  -2.4625  6.0081  -4.8289
H  -0.6039  3.6490  -4.8369
H  0.7672  5.1051  -3.3341
H  -2.4227  4.5857  -5.8732
H  -3.7588  3.2677  -4.5039
H  -4.3455  3.5297  -2.1980
H  -4.5073  4.8571  -4.4433
H  -2.4986  7.1208  -1.4529
H  -2.8406  4.9549  -0.7372
P  0.3198  2.6319  -2.6177
C  1.3895  2.2001  -3.9915
C  0.8504  3.7587  -1.2369
P  -2.6545  1.5293  -1.4749
C  -1.5946  2.4436  -2.7430
C  -3.2033  2.5115  -0.0262
C  -3.9223  0.4461  -2.1309
H  1.2850  1.1260  -4.2063
H  2.4393  2.3927  -3.7177
H  1.1708  2.7692  -4.9077
H  0.2443  4.6700  -1.1475
H  1.9002  4.0192  -1.4227
H  0.8373  3.2681  -0.2371
H  -4.5116  0.9642  -2.9055
H  -4.5906  0.1295  -1.3102
H  -3.4390  -0.4489  -2.5529
H  -1.8996  2.1703  -3.7640
H  -1.7598  3.4972  -2.5130
H  -3.7446  1.8255  0.6492
H  -3.8613  3.3494  -0.2755
H  -2.3255  2.8900  0.5289
Br  -0.1881  -1.0806  -1.9699

Results
Multiplicity: 1
HOMO level (spin up / spin down) in eV: -9.34 / -9.44
LUMO (spin up / spin down) in eV: -3.331 / -4.115
Gap between HOMO and LUMO (spin up / spin down) in hartree: 0.2210 / 0.1958
Total charge: +1

---

[2]
C23H41Cl3O34S7 | ωB97M-V/def2-TZVPD

Positions of all 108 atoms, in Å:
C  -2.5187  2.1304  -2.9164
Cl  -1.1707  0.9960  -2.7168
Cl  -4.1031  1.4488  -2.7999
Cl  -2.1716  2.7543  -4.6139
H  -2.5695  2.9025  -2.1487
C  3.5715  -4.7639  1.4907
C  2.3226  -5.1791  0.6687
C  1.1060  -5.3887  1.5381
O  0.1659  -4.3124  1.1581
C  0.6948  -3.6943  0.0987
O  0.1554  -2.7980  -0.5170
O  1.9536  -4.0162  -0.0721
H  4.2937  -4.3699  0.7757
H  4.0903  -5.5059  2.0977
H  3.4025  -3.8343  2.0341
H  2.5425  -6.1112  0.1482
H  1.3066  -5.3220  2.6074
H  0.6261  -6.3395  1.3063
C  4.6094  -0.7506  2.9032
C  4.8813  0.7380  2.4610
C  6.0986  0.9669  1.6200
O  5.7022  1.9773  0.7250
C  4.3508  2.0020  0.7438
O  3.5937  2.7688  0.1616
O  3.9329  1.0788  1.5185
H  5.1537  -1.5928  2.4760
H  3.5717  -1.0230  2.7106
H  4.6035  -0.8374  3.9897
H  4.8084  1.4619  3.2726
H  6.5764  0.0967  1.1699
H  6.8678  1.3765  2.2748
C  -6.1961  1.9476  1.1162
C  -6.8809  2.3588  -0.2895
O  -7.8686  1.3801  -0.5633
S  -7.7854  0.0464  0.4006
O  -6.8848  -0.8866  -0.1926
O  -9.1685  -0.3726  0.7979
O  -6.9993  0.9491  1.5969
H  -6.1620  2.6651  1.9360
H  -5.2323  1.4447  1.0376
H  -6.1567  2.2721  -1.0996
H  -7.2768  3.3743  -0.2883
C  1.4508  -2.0841  -3.2549
C  1.6017  -1.6167  -4.6449
O  2.5708  -0.5411  -4.7209
S  3.5118  -0.5116  -3.3659
O  3.8082  0.8298  -3.0182
O  4.4981  -1.5668  -3.3931
O  2.1726  -1.0824  -2.5737
H  1.9447  -3.0228  -3.0041
H  0.4392  -2.0897  -2.8491
H  0.7098  -1.0688  -4.9492
H  1.8387  -2.5140  -5.2166
C  1.8553  2.9004  -2.9687
C  2.8285  3.9335  -3.5345
O  2.3148  5.2045  -3.3570
S  0.7217  5.0961  -3.4811
O  0.4157  5.0439  -4.8630
O  0.2393  6.2013  -2.6375
O  0.6752  3.6250  -2.7874
H  2.0456  2.5559  -1.9522
H  1.6822  2.0982  -3.6861
H  3.1656  3.6630  -4.5351
H  3.8576  3.8518  -3.1847
C  2.9667  4.9830  2.3318
C  2.8677  6.1073  3.4006
O  3.2396  5.5724  4.6645
S  3.5692  3.8934  4.5645
O  2.8746  3.2670  5.7038
O  5.0168  3.5990  4.3671
O  2.8220  3.7696  3.0296
H  3.8782  4.8792  1.7431
H  2.1888  5.0669  1.5729
H  1.8593  6.5100  3.4953
H  3.6232  6.8842  3.2832
C  0.6654  1.5805  1.3549
C  0.7249  0.2634  0.5182
O  -0.4412  -0.4378  0.9852
S  -1.6220  0.5242  1.5462
O  -1.8346  0.2687  2.9316
O  -2.8437  0.5083  0.6825
O  -0.7812  1.8678  1.3400
H  1.1531  2.4668  0.9490
H  0.9927  1.3913  2.3772
H  1.6783  -0.2403  0.6775
H  0.6887  0.4255  -0.5591
C  -4.4927  -2.9628  -2.0345
C  -3.4139  -1.9172  -1.7395
O  -2.8809  -1.5103  -2.9466
S  -2.8861  -2.7331  -4.1010
O  -1.7697  -3.7365  -3.9314
O  -3.1906  -2.2148  -5.4008
O  -4.2507  -3.4001  -3.3640
H  -5.4354  -2.4418  -1.8674
H  -4.5252  -3.7882  -1.3233
H  -2.5702  -2.4282  -1.2756
H  -3.8131  -1.0458  -1.2204
C  -2.5690  -3.0442  2.1974
C  -3.3825  -2.5443  3.3915
O  -4.4462  -3.4817  3.4583
S  -4.8457  -4.0464  1.9404
O  -6.1191  -3.5349  1.4773
O  -4.5955  -5.4819  1.7861
O  -3.5797  -3.2173  1.2155
H  -2.1090  -4.0105  2.4040
H  -1.7952  -2.3350  1.9036
H  -3.7904  -1.5340  3.4252
H  -3.0102  -2.6860  4.4061

Results
Multiplicity: 1
HOMO level in eV: -10.51
LUMO in eV: -0.192
Gap between HOMO and LUMO in hartree: 0.3792

---

[3]
C23H41FO8S2 | ωB97M-V/def2-TZVPD

Positions of all 75 atoms, in Å:
C  5.1918  -2.6493  -1.2683
C  4.4010  -2.1476  0.0460
C  3.5787  -0.8360  -0.3701
C  4.1733  0.5430  0.1898
C  4.2836  1.7230  -0.8858
C  3.0035  1.9012  -1.8368
C  2.1990  3.2923  -1.5959
C  1.1062  2.9869  -0.4444
C  -0.4142  3.0862  -0.9476
C  -1.1345  1.6422  -1.0875
C  -2.3422  1.4912  -0.0414
C  -3.4418  0.4109  -0.4375
C  -4.4275  -0.0092  0.5065
C  -5.5464  -1.0712  0.0504
O  -6.0659  -1.8693  0.8692
C  -5.9807  -1.0191  -1.4937
C  -5.0198  -0.6151  -2.4609
F  -5.3053  -0.4952  -3.8350
C  -3.5532  -0.2995  -1.8705
O  -2.5819  -0.6695  -2.5563
H  5.9826  -1.8575  -1.5317
H  4.4070  -2.6722  -2.1123
H  5.6184  -3.6984  -1.1634
H  5.0569  -2.0315  0.9671
H  3.6154  -2.9650  0.2604
H  3.4161  -0.7873  -1.5093
H  2.5196  -0.9492  0.0730
H  5.2634  0.3143  0.5314
H  3.6452  0.9249  1.1402
H  4.4017  2.7116  -0.3008
H  5.2275  1.6527  -1.5405
H  2.2254  1.0748  -1.7598
H  3.3861  1.8749  -2.9256
H  1.6312  3.4740  -2.5836
H  2.9070  4.1454  -1.3478
H  1.3200  3.6769  0.4510
H  1.2486  1.9173  -0.0397
H  -0.9871  3.7244  -0.1907
H  -0.4601  3.5960  -1.9662
H  -1.4898  1.5674  -2.1809
H  -0.4092  0.7769  -0.9170
H  -2.8588  2.5220  -0.0013
H  -1.9117  1.2483  0.9928
H  -4.4491  0.3816  1.5694
H  -7.0397  -1.2864  -1.8106
C  9.5826  3.7527  0.4695
C  10.4366  2.6526  1.0740
O  9.7340  1.9352  2.0909
S  8.5827  0.8923  1.6398
C  8.3467  0.1178  3.2134
O  9.1501  -0.0673  0.7310
O  7.3896  1.6289  1.3208
H  8.7320  3.3386  -0.0749
H  10.1666  4.3550  -0.2299
H  9.1813  4.4021  1.2511
H  10.8022  1.9674  0.3042
H  11.3111  3.1004  1.5497
H  9.2547  -0.4170  3.4861
H  7.5141  -0.5793  3.1164
H  8.1054  0.8827  3.9506
C  -8.6371  -3.7170  0.6808
C  -9.7115  -2.7833  0.1549
O  -11.0097  -3.3808  0.2114
S  -11.7330  -3.5147  1.6518
C  -13.3359  -3.9743  1.0586
O  -11.8152  -2.2119  2.2561
O  -11.1726  -4.6402  2.3501
H  -8.7657  -3.9060  1.7481
H  -7.6446  -3.2855  0.5350
H  -8.6844  -4.6837  0.1731
H  -9.7047  -1.8306  0.6917
H  -9.5103  -2.5639  -0.8958
H  -13.7595  -3.1427  0.4984
H  -13.9567  -4.1988  1.9261
H  -13.2398  -4.8607  0.4327

Results
Multiplicity: 1
HOMO level in eV: -10.17
LUMO in eV: -1.389
Gap between HOMO and LUMO in hartree: 0.3227
Structure (SMILES): CCCCCCCCCCCC1=CC(=O)C=C(F)C1=O.CCOS(C)(=O)=O.CCOS(C)(=O)=O

---

[4]
C23H41N2P3SeTb | ωB97M-V/def2-TZVPD

Positions of all 71 atoms, in Å:
Tb  -1.2869  0.6326  -0.3089
P  0.6510  0.4691  2.5359
P  1.3545  2.3243  -0.6367
P  -1.4463  -2.0607  1.0062
H  -0.5493  -0.7834  -6.3661
C  -1.5245  -1.1135  -5.9765
C  -2.0310  -0.6069  -4.8033
H  -1.3992  0.0662  -4.2740
C  2.3314  -0.3103  2.5909
C  0.9998  2.0821  3.1839
C  -0.0605  -0.3399  4.0375
C  1.4263  2.2576  -2.4679
C  1.3294  4.1530  -0.3342
C  3.1328  2.0030  -0.2322
C  -1.7715  -2.8460  -0.5937
C  -2.8257  -2.6773  2.0339
C  -0.0976  -3.2169  1.6818
H  -2.1922  -1.7279  -6.6339
H  -3.0651  -0.9036  -4.6138
H  2.7145  -0.1802  3.6233
H  2.9949  0.2074  1.8735
H  2.2792  -1.3890  2.3392
H  1.8417  2.1199  3.8834
H  0.1344  2.4555  3.7223
H  1.1960  2.7849  2.3807
H  0.7229  -0.4517  4.8175
H  -0.5060  -1.3250  3.8025
H  -0.8411  0.3326  4.4310
H  1.8477  3.1811  -2.8794
H  0.4128  2.1163  -2.8600
H  2.0223  1.4003  -2.7904
H  2.3192  4.6290  -0.4476
H  0.9848  4.3510  0.6886
H  0.6152  4.6356  -1.0151
H  3.7837  2.7824  -0.6596
H  3.4335  1.0247  -0.6280
H  3.2832  2.0026  0.8532
H  -2.3516  -3.7552  -0.4553
H  -0.8456  -3.0773  -1.1124
H  -2.3358  -2.1592  -1.2262
H  -2.9466  -3.7718  1.9852
H  -3.7596  -2.2160  1.6970
H  -2.6897  -2.4200  3.0917
H  -0.4663  -4.2637  1.5853
H  0.1186  -3.0153  2.7548
H  0.8259  -3.0886  1.0798
C  1.7666  -2.2157  -2.4099
C  1.0778  -1.8413  -3.5459
C  1.1770  -2.5917  -4.7053
C  2.0460  -3.7157  -4.7296
C  2.7717  -4.0850  -3.5730
C  2.6195  -3.3413  -2.4016
Se  1.4404  -1.0088  -0.9658
H  -0.1652  -0.3098  -1.8362
H  0.4290  -0.9706  -3.4202
H  0.5728  -2.3256  -5.5679
H  2.1311  -4.3000  -5.6548
H  3.4324  -4.9687  -3.5555
H  3.1105  -3.5649  -1.4571
N  -3.5271  1.2963  5.7798
C  -3.2203  1.7904  4.7646
C  -2.8381  2.3994  3.5243
C  -2.7945  3.7778  3.3551
C  -2.3419  4.3117  2.1572
C  -1.8752  3.4934  1.1358
N  -1.8896  2.1509  1.3553
C  -2.4278  1.5843  2.4799
H  -3.0154  4.4000  4.2285
H  -2.1760  5.3654  1.9845
H  -1.5011  3.8668  0.1632
H  -2.5660  0.4908  2.5306

Results
Multiplicity: 7
HOMO level (spin up / spin down) in eV: -16.58 / -16.59
LUMO (spin up / spin down) in eV: -11.417 / -11.216
Gap between HOMO and LUMO (spin up / spin down) in hartree: 0.1898 / 0.1974
Total charge: +3

---

[5]
C23H42BiCl2N2O3P | ωB97M-V/def2-TZVPD

Positions of all 74 atoms, in Å:
O  0.2603  0.2050  -1.6464
C  -0.6937  0.4574  -2.6380
C  -0.4075  1.7506  -3.3654
C  0.4555  2.7006  -2.8302
H  0.9495  2.4722  -1.8976
C  0.6875  3.9025  -3.4834
H  1.3531  4.6362  -3.0444
C  0.0674  4.1682  -4.6970
H  0.2455  5.1052  -5.2092
C  -0.7793  3.2170  -5.2522
H  -1.2608  3.4097  -6.2025
C  -1.0138  2.0216  -4.5884
H  -1.6783  1.2837  -5.0212
H  -0.6775  -0.3420  -3.3872
C  -2.5037  -0.9740  -1.6539
C  -2.0646  0.4176  -1.9757
H  -3.5836  -1.0881  -1.6077
H  -2.0758  -1.2969  -0.7065
H  -2.1296  -1.6694  -2.4093
C  -2.7445  1.5312  -1.6939
C  -4.0652  1.6482  -1.0114
H  -2.3134  2.4760  -2.0074
H  -4.8285  2.1137  -1.6288
H  -3.9793  2.2387  -0.0958
H  -4.4382  0.6675  -0.7045
Bi  0.0692  0.1476  0.2181
Cl  0.6598  2.3558  0.6258
Cl  -2.2007  0.5964  0.3420
H  4.6915  1.5031  -2.5495
H  5.0263  1.8396  0.1343
C  3.6458  1.5080  -2.2457
C  3.9475  1.6973  0.1943
N  3.5005  0.9054  -0.9382
H  3.0647  0.9565  -2.9795
C  2.7884  -0.2000  -0.7707
O  2.0983  -0.4736  0.2268
H  3.6781  1.1972  1.1157
H  2.8719  -0.9098  -1.6045
H  3.2900  2.5380  -2.2155
H  3.4504  2.6637  0.1708
H  -0.5256  -5.1976  0.8274
H  1.3676  -5.5916  -1.1063
C  -0.9622  -4.6202  0.0118
C  0.8446  -4.8181  -1.6679
N  0.0756  -3.9832  -0.7704
H  -1.6246  -3.8666  0.4242
C  0.2532  -2.6626  -0.7236
O  -0.3182  -1.9211  0.0939
H  1.5656  -4.2012  -2.1906
H  0.9281  -2.2560  -1.4749
H  -1.5554  -5.2839  -0.6154
H  0.1868  -5.3001  -2.3927
C  -2.5579  0.4148  4.1192
C  -1.0569  0.6382  4.2860
P  -0.1090  -0.0186  2.8512
C  1.5308  0.7115  3.2848
C  1.9950  0.5001  4.7254
C  -0.5008  -1.8182  2.9857
C  -0.3669  -2.4167  4.3864
H  -2.9165  0.8990  3.1869
H  -3.0960  0.8674  4.9783
H  -2.8087  -0.6638  4.0862
H  -0.8891  1.7353  4.3352
H  -0.7210  0.1944  5.2434
H  2.2869  0.2428  2.6308
H  1.5109  1.8033  3.0984
H  2.0678  -0.5763  4.9657
H  3.0061  0.9446  4.8444
H  1.3336  1.0119  5.4513
H  -1.5264  -2.0010  2.6038
H  0.2237  -2.3673  2.3540
H  -1.0954  -1.9858  5.0983
H  -0.5715  -3.5068  4.3322
H  0.6611  -2.2863  4.7739

Results
Multiplicity: 1
HOMO level in eV: -5.12
LUMO in eV: 0.173
Gap between HOMO and LUMO in hartree: 0.1947

---

[6]
C23H42Cl3DyN2O4Si | ωB97M-V/def2-TZVPD

Positions of all 76 atoms, in Å:
C  1.9534  -1.8394  -4.2915
C  1.1553  -0.7030  -3.6598
H  2.0670  -1.7155  -5.3696
H  1.3838  -2.7567  -4.1223
H  2.9485  -1.9460  -3.8432
C  0.3425  0.1554  -4.3985
C  0.2347  0.0478  -5.8573
H  -0.0889  1.0440  -3.9621
H  -0.3485  -0.8322  -6.2042
H  1.2388  -0.0064  -6.3210
H  -0.2580  0.9385  -6.2768
Dy  -0.7735  -1.0049  2.5418
Cl  1.9020  -0.8395  2.8675
Cl  -1.9115  -3.2407  2.9490
C  0.4862  1.9898  2.1201
O  -0.5234  1.2405  1.9902
N  0.3880  3.3053  2.2905
C  -0.9044  3.9528  2.1241
C  1.5543  4.1659  2.5188
H  1.5017  1.5663  2.1450
H  -1.7023  3.2100  2.2326
H  -0.9772  4.4335  1.1337
H  -1.0212  4.7518  2.8668
H  2.4097  3.5392  2.7983
H  1.3266  4.8858  3.3186
H  1.8037  4.7461  1.6163
H  -2.1296  -1.9677  -1.8955
H  -2.5383  0.4119  -3.2060
C  -3.1390  -1.6744  -1.5638
C  -3.3189  0.6436  -2.4543
N  -3.1676  -0.2338  -1.2716
H  -3.4376  -2.2639  -0.6859
C  -2.7501  0.2189  -0.0742
O  -2.4669  -0.5244  0.9026
H  -3.2478  1.7028  -2.1567
H  -2.6867  1.3212  -0.0169
H  -3.8291  -1.8394  -2.3968
H  -4.2932  0.4668  -2.9402
O  0.7249  -1.2177  -2.2846
C  1.6487  -0.1666  -2.2772
C  -0.0114  1.7583  -1.8402
C  1.2670  1.1751  -1.7324
H  -0.8774  1.1335  -2.1017
C  -0.1885  3.1436  -1.6846
H  2.6800  -0.4975  -2.0600
C  2.2746  1.9653  -1.1185
H  -1.1505  3.5881  -1.9632
C  0.8398  3.9315  -1.1739
C  2.0681  3.3272  -0.8895
H  3.2321  1.4815  -0.8638
H  0.6935  4.9837  -0.9833
H  2.8912  3.9321  -0.4959
Si  0.5145  -3.7320  -0.2787
Cl  0.1834  -1.5103  0.2342
C  -1.1758  -4.4912  -0.4814
C  1.2350  -4.2898  1.4017
C  1.5989  -4.0443  -1.7272
H  -1.8197  -3.9264  -1.1613
H  -1.6847  -4.6054  0.4857
H  -1.0169  -5.4899  -0.9155
H  0.9756  -4.1056  -2.6271
H  2.0929  -5.0176  -1.5825
H  2.3580  -3.2601  -1.8423
H  1.3047  -3.4933  2.1594
H  2.2603  -4.6751  1.2623
H  0.6210  -5.0952  1.8419
C  1.0639  -0.1673  5.9129
C  -0.3435  0.1778  5.6179
C  -1.0638  1.0226  6.5957
O  -0.9585  -0.2110  4.6012
H  1.1644  -0.3963  6.9775
H  1.7082  0.6955  5.6937
H  1.4391  -1.0023  5.3140
H  -0.7238  2.0626  6.5371
H  -2.1367  1.0039  6.3921
H  -0.8711  0.6628  7.6095

Results
Multiplicity: 6
HOMO level (spin up / spin down) in eV: -3.78 / -3.78
LUMO (spin up / spin down) in eV: -0.638 / -0.616
Gap between HOMO and LUMO (spin up / spin down) in hartree: 0.1154 / 0.1162

---

These records have molecular weight values of 574.25, 1192.38, 528.71, 676.40, 705.46, 707.54 g/mol, in the order they appear.